Entry 1:
20
Properties=species:S:1:pos:R:3:mulliken_spin:R:1 method="wB97M-V/def2-TZVPD" spin_multiplicity=2 e_lumo_ev="-2.8789 / -8.0648" s2=0.754 total_charge=+1
C -0.202 -1.133 -1.258 0.0201
N -1.069 -0.442 -0.332 0.7624
C -1.331 -1.029 0.974 -0.0014
C -0.056 -1.053 1.828 0.0982
S 0.885 0.468 2.088 0.0121
C 0.650 -0.225 -2.109 0.0082
H -0.919 -1.665 -1.913 0.0619
H 0.362 -1.896 -0.707 0.0390
H -0.763 0.515 -0.149 -0.0194
H -2.164 -0.519 1.444 0.0118
H -1.556 -2.082 0.779 0.0017
H 0.635 -1.840 1.548 0.0049
H -0.463 -1.317 2.807 -0.0038
H 1.022 0.726 0.774 0.0026
H 0.327 0.815 -2.088 0.0008
H 0.482 -0.394 -3.167 -0.0022
H 1.705 -0.243 -1.847 0.0026
H 1.297 3.828 -0.208 0.0000
H 0.658 3.560 1.207 0.0000
O 0.500 3.924 0.328 0.0006

=====

Entry 2:
10
Properties=species:S:1:pos:R:3:nbo_charge:R:1 method="wB97M-V/def2-TZVPD" e_lumo_ev="-0.2538 / -1.1526" total_charge=0
C 0.007 -1.510 -1.287 0.3739
N 0.066 -2.026 -2.328 -0.3084
N -0.002 -0.996 -0.049 -0.4829
N 0.192 0.302 0.250 0.0688
N -1.965 0.693 0.949 0.5266
O -2.423 -0.387 1.110 -0.3344
O -2.363 1.798 1.013 -0.3014
O 0.285 1.027 -0.884 -0.5071
H -0.353 -1.630 0.757 0.4554
H 0.335 1.945 -0.380 0.5093

=====

Entry 3:
8
Properties=species:S:1:pos:R:3:nbo_charge:R:1 method="wB97M-V/def2-TZVPD" e_lumo_ev=-1.0056 total_charge=0
C 0.900 -0.510 1.193 -0.1106
F 2.266 -0.387 1.144 -0.3840
F -2.642 1.280 -1.958 -0.7044
Si -1.689 -0.003 -1.536 1.0657
H 0.763 0.483 1.489 0.1812
H 0.559 -0.705 0.239 0.1484
H 0.654 -1.300 1.921 0.1656
H -1.378 0.651 -0.042 -0.3620

=====

Entry 4:
11
Properties=species:S:1:pos:R:3:nbo_charge:R:1 method="wB97M-V/def2-TZVPD" e_lumo_ev=0.0676 total_charge=0
N -1.423 -1.094 -0.449 -0.8106
C -0.442 -0.101 -0.247 0.2268
N -0.908 1.083 0.029 -0.1831
O -0.063 2.259 0.204 -0.5927
C 0.856 -0.758 0.048 0.4261
O 0.726 -1.875 0.501 -0.5259
S 2.318 0.373 -0.308 -0.0413
H -1.444 -1.993 -0.114 0.4152
H -2.337 -0.346 -0.501 0.4054
H -0.590 3.149 0.537 0.5010
H 3.307 -0.697 0.301 0.1792

=====

Calculated energy relative to the best compared isomer or geometry (same formula, charge and spin) (kcal/mol), listed in the same order as above: 25.23 60.52 110.99 105.85